(i)
# C28H21Br2N3O4S5Ta

A structure of composition C28H21Br2N3O4S5Ta (wB97M-V/def2-TZVPD, the Open Molecules 2025 dataset).

Its net charge is -1. The calculation puts the orbital gap at 5.4 eV. The value obtained for the LUMO energy is 1.187 eV. Its HOMO energy is -4.216 eV. The calculation puts the molecular weight at 964.6 g/mol.

XYZ file:
```
64
Properties=species:S:1:pos:R:3:mulliken_charge:R:1
Ta 0.14 -0.10 -0.24 0.931
S 1.09 4.19 1.37 -0.389
S 2.38 3.54 -0.09 -0.109
S 1.28 3.27 -1.80 -0.106
S -0.37 2.12 -1.35 -0.219
C -3.05 3.19 3.20 -0.748
C -4.10 2.57 2.51 -0.738
C -3.83 1.68 1.50 -0.597
C -2.51 1.39 1.18 0.308
C -1.46 1.96 1.89 -0.036
C -1.74 2.89 2.90 -0.643
N -2.12 0.51 0.14 1.312
N -3.03 0.12 -0.60 -1.278
C -2.61 -0.70 -1.65 0.029
C -3.62 -1.24 -2.44 -0.248
C -3.28 -2.11 -3.46 -0.618
C -1.94 -2.42 -3.65 -0.899
C -0.95 -1.85 -2.86 -0.323
C -1.24 -0.94 -1.84 0.257
H -3.27 3.90 3.98 0.412
H -5.13 2.81 2.76 0.386
H -4.62 1.20 0.94 0.473
H 0.41 2.51 1.51 -0.539
H -0.91 3.35 3.42 0.560
H -4.65 -0.98 -2.23 0.448
H -4.04 -2.55 -4.09 0.359
H -1.66 -3.11 -4.43 0.408
H 0.08 -2.13 -3.04 0.469
Br 1.53 -4.63 -0.45 -0.182
C 0.70 -4.09 1.14 -0.469
C 0.70 -4.96 2.25 -0.331
C 0.11 -4.59 3.42 -0.065
Br 0.15 -5.81 4.88 -0.264
C -0.52 -3.33 3.56 0.770
C -1.15 -2.87 4.74 -0.794
C -1.71 -1.62 4.75 -1.272
C -1.65 -0.83 3.59 0.268
N -1.08 -1.23 2.48 0.512
C -0.53 -2.47 2.45 0.273
C 0.10 -2.86 1.22 -0.148
O 0.06 -2.02 0.20 0.210
H 1.19 -5.92 2.16 0.421
H -1.17 -3.50 5.62 0.319
H -2.19 -1.23 5.64 0.443
H -2.08 0.16 3.58 0.101
C 3.41 -0.99 -3.89 -0.491
C 3.58 -1.46 -2.60 -0.864
C 2.65 -1.14 -1.62 -0.397
C 1.51 -0.37 -1.90 0.539
C 1.38 0.09 -3.21 0.158
C 2.31 -0.20 -4.19 -0.813
H 4.15 -1.22 -4.66 0.375
H 4.44 -2.06 -2.34 0.420
H 2.83 -1.50 -0.61 0.286
H 0.52 0.70 -3.47 0.478
H 2.18 0.19 -5.19 0.415
C 2.94 1.14 2.79 -1.100
S 1.96 -0.15 2.00 1.020
O 1.93 0.49 0.53 -0.660
O 2.82 -1.35 1.98 -0.807
O -0.21 1.59 1.58 0.947
H 3.80 0.63 3.22 0.465
H 2.34 1.64 3.55 0.250
H 3.22 1.86 2.03 0.123
```

***

(ii)
# C28H21Br2N3O4S5Ta

A structure of composition C28H21Br2N3O4S5Ta (wB97M-V/def2-TZVPD, the Open Molecules 2025 dataset).

Its net charge is -1. The calculation puts the orbital gap at 6.9 eV. The value obtained for the LUMO energy is 1.999 eV. Its HOMO energy is -4.855 eV. The calculation puts the molecular weight at 964.6 g/mol.

XYZ file:
```
64
Properties=species:S:1:pos:R:3:mulliken_charge:R:1
Ta -1.22 -0.07 -0.40 1.265
S -2.37 -2.09 -1.51 -0.282
S -4.13 -1.43 -2.35 -0.148
S -4.94 -0.48 -0.74 -0.095
S -3.51 1.00 -0.52 -0.186
C 2.57 -4.63 0.54 -0.552
C 1.32 -4.90 0.00 -0.702
C 0.60 -3.89 -0.63 -0.254
C 1.15 -2.62 -0.71 -0.084
C 2.41 -2.34 -0.19 -0.022
C 3.11 -3.36 0.44 -1.049
N 0.40 -1.59 -1.39 1.805
N 0.78 -1.45 -2.56 -1.341
C 0.07 -0.46 -3.25 0.303
C 0.39 -0.30 -4.60 -0.417
C -0.33 0.61 -5.35 -0.569
C -1.35 1.33 -4.72 -0.740
C -1.64 1.16 -3.38 -0.633
C -0.92 0.25 -2.59 0.593
H 3.12 -5.42 1.04 0.384
H 0.89 -5.89 0.06 0.428
H -0.38 -4.06 -1.05 0.580
H 2.82 -1.35 -0.29 0.518
H 4.09 -3.15 0.85 0.404
H 1.19 -0.90 -5.03 0.482
H -0.11 0.76 -6.40 0.380
H -1.93 2.04 -5.30 0.418
H -2.42 1.75 -2.93 0.378
Br -0.03 4.59 -2.09 -0.201
C -0.26 4.16 -0.26 -0.376
C 0.04 5.11 0.72 -0.426
C -0.11 4.81 2.04 0.079
Br 0.31 6.14 3.33 -0.270
C -0.58 3.54 2.45 0.640
C -0.80 3.14 3.79 -0.998
C -1.28 1.90 4.03 -1.272
C -1.52 1.01 2.96 -0.147
N -1.29 1.32 1.71 0.432
C -0.86 2.59 1.45 0.514
C -0.72 2.90 0.07 -0.616
O -1.04 2.00 -0.80 0.291
H 0.41 6.08 0.42 0.431
H -0.58 3.83 4.60 0.333
H -1.48 1.55 5.04 0.456
H -1.90 0.03 3.17 0.385
C 3.59 1.22 0.85 -0.736
C 2.80 0.52 1.75 -0.557
C 1.50 0.15 1.42 -0.359
C 0.93 0.49 0.19 1.190
C 1.74 1.22 -0.70 -0.237
C 3.04 1.57 -0.38 -0.800
H 4.60 1.50 1.10 0.373
H 3.20 0.24 2.72 0.442
H 0.93 -0.43 2.13 0.138
H 1.33 1.54 -1.65 0.229
H 3.64 2.13 -1.10 0.413
C -2.10 -3.80 1.55 -0.915
S -1.76 -2.13 1.97 1.328
O -2.93 -1.31 1.70 -0.585
O -1.27 -2.13 3.33 -0.656
O -0.68 -1.68 1.00 -1.283
H -2.87 -4.14 2.24 0.464
H -1.19 -4.38 1.68 0.248
H -2.46 -3.83 0.53 0.182
```

***

Of them, (i) has the lowest stability.

***

(i)
# C3H8N2O

A cluster of 2 separate species, C3H8N2O in total (wB97M-V/def2-TZVPD, the Open Molecules 2025 dataset).

The calculation puts the orbital gap (alpha / beta) at 7.3 / 8.1 eV. The value obtained for the LUMO energy (alpha / beta) is -0.737 / -0.251 eV. Its HOMO energy (alpha / beta) is -8.068 / -8.316 eV. The calculation puts the molecular weight at 88.1 g/mol.

XYZ file:
```
14
Properties=species:S:1:pos:R:3:mulliken_charge:R:1
C -0.68 -1.10 0.12 -0.326
C -1.14 0.61 0.38 -0.592
C 0.58 -1.20 -0.44 -0.501
N 2.10 -0.02 0.49 0.026
N -0.74 1.55 -0.69 -0.640
O 3.18 -0.23 -0.02 -0.407
H -0.95 -1.39 1.20 0.225
H -1.44 -1.64 -0.38 0.384
H -2.19 0.74 0.57 0.457
H -0.62 0.95 1.27 0.283
H 0.81 -0.88 -1.49 0.355
H 2.03 -0.14 1.57 0.209
H 0.28 1.37 -0.95 0.269
H -1.23 1.39 -1.63 0.258
```

***

(ii)
# C3H8N2O

A cluster of 2 separate species, C3H8N2O in total (wB97M-V/def2-TZVPD, the Open Molecules 2025 dataset).

The calculation puts the orbital gap at 10.2 eV. The value obtained for the LUMO energy is 0.984 eV. Its HOMO energy is -9.198 eV. The calculation puts the molecular weight at 88.1 g/mol.

XYZ file:
```
14
Properties=species:S:1:pos:R:3:mulliken_charge:R:1
C 2.90 -0.53 0.04 -0.596
C 1.58 -0.46 0.04 -0.005
O 0.90 0.65 -0.41 -0.664
H 3.53 0.25 -0.36 0.259
H 3.36 -1.42 0.44 0.237
H 0.98 -1.12 0.66 0.277
H 0.45 1.02 0.37 0.374
N -1.83 0.31 -1.02 -0.324
C -2.02 -0.17 0.22 0.075
N -1.34 0.15 1.26 -0.655
H -0.91 0.68 -1.23 0.288
H -2.54 0.31 -1.73 0.177
H -2.90 -0.82 0.35 0.344
H -1.84 -0.08 2.10 0.213
```

***

(iii)
# C3H8N2O

A structure of composition C3H8N2O (wB97M-V/def2-TZVPD, the Open Molecules 2025 dataset).

The calculation puts the orbital gap at 8.8 eV. The value obtained for the LUMO energy is 0.710 eV. Its HOMO energy is -8.107 eV. The calculation puts the molecular weight at 88.1 g/mol.

XYZ file:
```
14
Properties=species:S:1:pos:R:3:mulliken_charge:R:1
C -1.72 -0.36 -0.26 -1.145
C -0.54 0.53 0.06 1.002
N -0.62 1.71 0.46 -0.749
H 0.20 2.26 0.69 0.190
H 0.29 0.29 -0.95 0.016
H -2.23 -0.60 0.67 0.319
H -2.40 0.18 -0.91 0.333
H -1.41 -1.29 -0.75 0.324
C 1.31 -0.46 -0.27 -0.075
O 2.34 0.42 -0.27 -0.451
N 0.67 -0.65 0.92 -0.790
H 2.37 0.78 0.64 0.397
H 0.29 -1.59 1.01 0.259
H 1.45 -1.23 -1.04 0.369
```

***

Of them, (i) has the lowest stability.

***

(i)
# C23H36N4O2

An isolated molecule of C23H36N4O2 (wB97M-V/def2-TZVPD, the Open Molecules 2025 dataset).

The calculation puts the orbital gap at 9.0 eV. The value obtained for the LUMO energy is 0.746 eV. Its HOMO energy is -8.222 eV. The calculation puts the molecular weight at 400.6 g/mol.

XYZ file:
```
65
Properties=species:S:1:pos:R:3:mulliken_charge:R:1
C 8.26 -2.36 1.27 -1.626
H 8.85 -2.48 0.36 0.329
H 8.94 -2.30 2.12 0.442
H 7.64 -3.25 1.39 0.384
C 7.39 -1.11 1.18 0.870
C 8.28 0.13 1.05 -1.469
H 8.82 0.10 0.11 0.302
H 9.00 0.16 1.86 0.433
H 7.69 1.04 1.08 0.345
C 6.42 -1.24 0.00 -0.948
C 5.38 -0.12 -0.06 -0.587
C 4.33 -0.42 -1.13 0.778
O 4.37 -1.43 -1.80 -0.681
N 3.37 0.51 -1.31 0.158
C 3.14 1.70 -0.51 -1.051
H 3.98 1.89 0.15 0.539
C 1.85 1.56 0.30 -0.440
H 1.67 2.46 0.88 0.374
H 1.96 0.71 0.98 0.223
C 0.67 1.32 -0.65 -0.562
N -0.59 1.32 0.07 0.287
C -0.85 0.15 0.89 -0.473
H 0.04 -0.08 1.47 0.451
C -2.00 0.45 1.86 -1.523
H -1.71 1.26 2.52 0.479
H -2.20 -0.44 2.45 0.409
C -3.26 0.85 1.10 0.165
C -3.89 -0.33 0.36 0.169
O -3.39 -1.44 0.30 -0.684
N -5.06 -0.03 -0.23 -0.042
H -5.55 0.82 -0.01 0.421
C -5.89 -1.04 -0.85 -0.856
C -7.32 -0.89 -0.43 0.681
N -7.66 0.25 0.16 -0.361
C -8.92 0.43 0.53 -0.263
C -9.91 -0.51 0.32 -0.543
C -9.57 -1.70 -0.30 -0.279
C -8.25 -1.90 -0.69 -0.763
H -7.94 -2.81 -1.17 0.381
H -10.31 -2.46 -0.48 0.405
H -10.92 -0.32 0.64 0.372
H -9.12 1.38 1.00 0.409
H -5.49 -2.02 -0.56 0.384
H -5.82 -0.97 -1.94 0.267
C -2.92 1.99 0.13 -1.189
C -1.75 1.59 -0.76 -0.681
H -1.51 2.42 -1.44 0.549
H -2.04 0.72 -1.37 0.255
H -3.78 2.26 -0.48 0.552
H -2.62 2.87 0.72 0.432
H -4.01 1.21 1.82 0.515
H -1.12 -0.73 0.29 0.352
C 0.97 0.06 -1.50 -0.298
H 0.17 -0.11 -2.22 0.393
H 1.04 -0.81 -0.85 0.263
C 2.29 0.25 -2.24 -1.361
H 2.55 -0.66 -2.79 0.463
H 2.22 1.09 -2.94 0.402
H 0.63 2.18 -1.34 0.199
H 3.05 2.55 -1.20 0.252
H 5.86 0.83 -0.29 0.364
H 4.88 -0.04 0.91 0.307
H 6.98 -1.25 -0.94 0.317
H 5.89 -2.19 0.07 0.354
H 6.81 -1.02 2.10 0.252
```

***

(ii)
# C23H36N4O2

An isolated molecule of C23H36N4O2 (wB97M-V/def2-TZVPD, the Open Molecules 2025 dataset).

The calculation puts the orbital gap at 9.1 eV. The value obtained for the LUMO energy is 0.808 eV. Its HOMO energy is -8.326 eV. The calculation puts the molecular weight at 400.6 g/mol.

XYZ file:
```
65
Properties=species:S:1:pos:R:3:mulliken_charge:R:1
C -4.01 -0.02 5.53 -1.220
C -3.54 0.42 4.19 0.511
C -4.13 1.19 3.23 -0.877
C -3.21 1.26 2.16 -0.170
C -2.12 0.53 2.53 -0.404
O -2.32 0.01 3.77 -0.413
C -0.85 0.21 1.82 0.756
N -0.95 -1.08 1.16 0.197
C 0.12 -1.87 0.98 0.376
O 1.24 -1.54 1.30 -0.618
C -0.19 -3.25 0.41 -1.077
C -0.79 -3.27 -1.00 -1.153
C 0.14 -2.70 -2.08 1.152
C -0.08 -3.39 -3.43 -1.117
C 0.84 -2.76 -4.47 -0.816
C 0.60 -1.25 -4.54 -0.767
N 0.83 -0.65 -3.24 0.545
C -0.08 -1.19 -2.26 -0.247
H 0.11 -0.69 -1.31 -0.669
H -1.14 -1.01 -2.55 0.000
C 0.75 0.80 -3.31 -1.597
C 1.04 1.42 -1.99 0.934
C 2.24 1.39 -1.29 0.617
N 2.03 2.03 -0.12 0.944
N 0.78 2.47 -0.02 -1.151
C 0.16 2.11 -1.14 0.671
C -1.28 2.45 -1.36 -1.629
H -1.64 3.03 -0.52 0.401
H -1.87 1.54 -1.46 0.204
H -1.40 3.03 -2.27 0.464
C 2.98 2.26 0.95 0.373
C 3.38 0.94 1.62 -0.991
H 3.85 1.14 2.57 0.444
H 4.08 0.38 1.00 0.330
H 2.51 0.31 1.77 0.102
C 2.37 3.22 1.96 -1.541
H 3.10 3.47 2.72 0.465
H 1.50 2.76 2.43 0.215
H 2.04 4.13 1.47 0.420
H 3.87 2.73 0.51 0.209
C 3.53 0.77 -1.70 -2.005
H 4.38 1.39 -1.41 0.490
H 3.63 -0.21 -1.24 0.243
H 3.54 0.63 -2.78 0.432
H -0.25 1.13 -3.65 0.363
H 1.48 1.14 -4.05 0.558
H 1.30 -0.80 -5.26 0.424
H -0.43 -1.06 -4.90 0.362
H 1.88 -2.94 -4.18 0.353
H 0.67 -3.20 -5.45 0.431
H 0.12 -4.46 -3.34 0.393
H -1.12 -3.26 -3.74 0.348
H 1.18 -2.85 -1.78 0.138
H -1.74 -2.73 -1.02 0.426
H -1.01 -4.31 -1.24 0.423
H -0.88 -3.74 1.10 0.399
H 0.74 -3.81 0.40 0.384
H -1.86 -1.38 0.86 0.348
H -0.02 0.14 2.54 0.222
H -0.62 1.01 1.11 -0.553
H -3.33 1.79 1.23 0.579
H -5.10 1.64 3.28 0.444
H -3.33 0.35 6.30 0.298
H -5.00 0.38 5.72 0.322
H -4.03 -1.10 5.60 0.300
```

***

Of them, (ii) has the lowest stability.